1.
Below is a cluster of 2 separate species, C3H5F2N in total, with properties calculated with ωB97M-V/def2-TZVPD.

Results
E (Eh): -371.381941
Gap between HOMO and LUMO (alpha / beta) (eV): 6.5 / 7.8
Energy relative to the best compared isomer or geometry (same formula, charge and spin) (kJ/mol): 687.3
Spin multiplicity: 3
<S²>: 2.004
Net charge: 0

Atoms and positions in Å:
F1 -2.4997 -0.2254 -2.0360
F2 -3.1780 0.8285 -0.2559
N1 -2.1256 0.9132 -1.2515
C1 -0.1772 -0.9358 0.9943
C2 0.8066 -0.4661 0.4722
C3 2.1511 0.1076 0.4019
H1 2.9904 -0.5563 0.5994
H2 -1.0724 -1.4791 1.2472
H3 2.3509 0.4242 -0.6395
H4 -1.4101 0.4564 -0.7075
H5 2.1639 0.9327 1.1754

2.
Below is the molecule C3H5F2NO2, with properties calculated with ωB97M-V/def2-TZVPD.

Results
E (Eh): -522.154502
Gap between HOMO and LUMO (eV): 11.5
Energy relative to the best compared isomer or geometry (same formula, charge and spin) (kJ/mol): 374.5
SMILES: C[C@H](C(F)F)[N+](=O)[O-]
Net charge: 0

Atoms and positions in Å:
F1 1.6536 -0.9541 -0.5340
F2 1.9731 0.6027 0.9926
O1 -0.2659 -0.8667 2.3071
O2 -0.8820 -1.8293 0.4733
N1 -0.5136 -0.8946 1.1214
C1 -0.2258 0.3283 0.3412
C2 -0.9589 0.3139 -0.9978
C3 1.2781 0.2831 -0.0773
H1 -1.8589 1.0193 -0.8317
H2 -0.2958 1.2475 0.9620
H3 1.6848 0.9357 -0.9347
H4 -1.3512 -0.7695 -1.0656
H5 -0.2373 0.5839 -1.7564

3.
Below is the molecule C3H5F2NOS, with properties calculated with ωB97M-V/def2-TZVPD.

Results
E (Eh): -845.208487
Gap between HOMO and LUMO (eV): 10.0
Energy relative to the best compared isomer or geometry (same formula, charge and spin) (kJ/mol): 25.0
SMILES: O=CNSCC(F)F
Net charge: 0

Atoms and positions in Å:
S1 -0.3036 -1.2216 -0.1661
F1 1.1519 1.5156 -0.3024
F2 2.4418 -0.3302 -0.4972
O1 -2.4500 0.3661 0.8860
N1 -1.2961 -0.0528 -0.9145
C1 -2.2746 0.6298 -0.2758
C2 0.6851 -0.3213 1.0635
C3 1.7819 0.4788 0.4456
H1 0.0722 0.1843 1.7297
H2 2.5064 0.9669 1.1571
H3 -1.0012 0.0322 -1.9170
H4 -2.7470 1.4674 -0.8916
H5 1.2014 -1.0580 1.6900

4.
Below is a cluster of 2 separate species, C3H5F6N2P in total, with properties calculated with ωB97M-V/def2-TZVPD.

Results
E (Eh): -1167.280366
Gap between HOMO and LUMO (alpha / beta) (eV): 7.9 / 8.0
Energy relative to the best compared isomer or geometry (same formula, charge and spin) (kJ/mol): 141.0
Net charge: 0

Atoms and positions in Å:
P1 -1.1176 -1.3407 -0.4301
F1 3.4741 -1.2785 0.8484
F2 -3.6131 -0.2892 -0.2502
F3 5.0485 -0.2392 -0.2501
F4 -2.8339 -0.9516 1.5726
F5 -3.5337 -2.4526 0.1570
F6 3.1527 0.7215 0.1784
N1 0.6177 0.3973 -0.8171
N2 -0.6453 0.2093 -0.3882
C1 -1.3379 1.3590 0.1284
C2 -2.8828 -1.2970 0.2751
C3 3.7565 -0.4459 -0.1541
H1 -1.9035 1.1453 1.1192
H2 1.0752 1.2618 -0.5774
H3 -0.5370 2.0946 0.3273
H4 -2.1034 1.8226 -0.5533
H5 3.3834 -0.7167 -1.1858

5.
Below is a structure of composition C3H5FI2O, with properties calculated with ωB97M-V/def2-TZVPD.

Results
E (Eh): -887.632281
Gap between HOMO and LUMO (alpha / beta) (eV): 4.9 / 8.3
Energy relative to the best compared isomer or geometry (same formula, charge and spin) (kJ/mol): 342.6
Net charge: 0

Atoms and positions in Å:
I1 2.7991 -0.0815 1.4194
I2 0.9289 -2.8871 0.1661
F1 2.8788 -1.1868 -1.2343
O1 -1.4639 -0.7713 -0.7831
C1 1.9065 -1.0714 -0.2566
C2 -1.0956 0.4738 -0.6927
C3 -0.9452 1.2733 0.5131
H1 -1.3777 2.2622 0.2829
H2 0.1009 1.6448 0.7387
H3 -0.7364 0.8733 -1.6157
H4 -1.5933 -1.4118 -0.0270
H5 -1.4021 0.8824 1.4893

6.
Below is the molecule C3H5FO, with properties calculated with ωB97M-V/def2-TZVPD.

Results
E (Eh): -292.253811
Gap between HOMO and LUMO (alpha / beta) (eV): 9.0 / 7.9
Energy relative to the best compared isomer or geometry (same formula, charge and spin) (kJ/mol): 374.1
Net charge: 0

Atoms and positions in Å:
F1 -3.6300 0.4256 -0.3840
O1 -1.4974 -0.1386 -0.2161
C1 -2.6935 -0.2908 0.3815
C2 0.9351 -0.4123 -0.0417
C3 -0.4064 -0.3411 0.4869
H1 -2.9459 -0.3140 1.3486
H2 -0.6524 -0.5549 1.6097
H3 0.7687 -0.2300 -1.1060
H4 1.4434 -1.3599 0.0409
H5 1.6585 0.3676 0.3951

7.
Below is the molecule C3H5FO, with properties calculated with ωB97M-V/def2-TZVPD.

Results
E (Eh): -292.353558
Gap between HOMO and LUMO (eV): 10.7
Energy relative to the best compared isomer or geometry (same formula, charge and spin) (kJ/mol): 112.2
SMILES: OC1(F)CC1
Net charge: 0

Atoms and positions in Å:
F1 1.5354 1.0173 -0.0039
O1 1.1474 -1.2539 -0.0143
C1 -0.5872 0.3429 0.8801
C2 0.6015 0.0707 0.0629
C3 -0.7638 0.1839 -0.6139
H1 -1.1796 -0.7288 -0.9494
H2 1.8047 -1.2933 -0.6467
H3 -0.6216 1.3409 1.3198
H4 -1.0696 0.8811 -1.3838
H5 -0.8672 -0.5607 1.3491

8.
Below is the molecule C3H5FO2, with properties calculated with ωB97M-V/def2-TZVPD.

Results
E (Eh): -367.642197
Gap between HOMO and LUMO (eV): 11.9
Energy relative to the best compared isomer or geometry (same formula, charge and spin) (kJ/mol): 39.5
SMILES: O=COCCF
Net charge: 0

Atoms and positions in Å:
F1 0.9104 1.1282 1.7888
O1 -0.6445 0.7307 -0.5833
O2 -0.0660 -0.8218 -2.1239
C1 0.7914 -0.1213 1.1391
C2 -0.4257 0.2978 -1.8045
C3 -0.5809 -0.1757 0.4638
H1 1.5801 -0.1360 0.4399
H2 0.9993 -0.9100 1.8953
H3 -1.2819 0.0888 1.2436
H4 -0.4802 1.0956 -2.5763
H5 -0.8020 -1.1762 0.1175

9.
Below is the molecule C3H5FOS, with properties calculated with ωB97M-V/def2-TZVPD.

Results
E (Eh): -690.532321
Gap between HOMO and LUMO (eV): 10.2
Energy relative to the best compared isomer or geometry (same formula, charge and spin) (kJ/mol): 150.5
SMILES: O[C@@H]1[C@@H](F)[C@@H]1S
Net charge: 0

Atoms and positions in Å:
S1 1.9165 -0.5807 0.0030
F1 -2.0833 -0.9045 0.0595
O1 0.2095 1.8134 0.1984
C1 -0.4219 0.7360 -0.4700
C2 0.2433 -0.6300 -0.4839
C3 -0.8715 -0.2737 0.4615
H1 -0.9869 1.1022 -1.3187
H2 -0.1591 -1.3669 -1.2724
H3 1.1322 1.6090 0.1145
H4 1.7680 -1.3998 1.1641
H5 -0.7468 -0.1049 1.5440

10.
Below is the molecule C3H5FOS, with properties calculated with ωB97M-V/def2-TZVPD.

Results
E (Eh): -690.573956
Gap between HOMO and LUMO (eV): 9.6
Energy relative to the best compared isomer or geometry (same formula, charge and spin) (kJ/mol): 41.2
SMILES: FCCOC=S
Net charge: 0

Atoms and positions in Å:
S1 -1.3151 -1.7809 0.8601
F1 0.8942 2.0851 -1.5881
O1 0.6725 -0.3471 -0.1678
C1 0.0035 0.8632 0.2196
C2 0.8494 2.0116 -0.2090
C3 0.1028 -1.5046 0.1124
H1 0.4339 2.9457 0.1649
H2 1.8510 1.9191 0.1786
H3 0.7447 -2.3185 -0.2599
H4 -0.1622 0.8489 1.2998
H5 -0.9888 0.8895 -0.2472

11.
Below is a structure of composition C3H5GaO3, with properties calculated with ωB97M-V/def2-TZVPD.

Results
E (Eh): -2267.498393
Gap between HOMO and LUMO (alpha / beta) (eV): 8.8 / 10.0
Energy relative to the best compared isomer or geometry (same formula, charge and spin) (kJ/mol): 0.0
Spin multiplicity: 2
<S²>: 0.758
Net charge: +1

Atoms and positions in Å:
Ga1 -2.5855 0.9258 -2.1250
O1 -0.6008 -1.0954 0.1936
O2 0.2493 0.9166 0.0669
O3 -1.8722 0.5600 -0.5669
C1 -0.8072 0.1618 -0.1314
C2 0.7491 -1.2797 0.6601
C3 1.3104 0.1493 0.6661
H1 1.2637 -1.9446 -0.0414
H2 -2.1124 2.5348 -2.1000
H3 1.4885 0.5404 1.6729
H4 2.2071 0.2659 0.0510
H5 0.7100 -1.7348 1.6541

12.
Below is the molecule C3H5I, with properties calculated with ωB97M-V/def2-TZVPD.

Results
E (Eh): -414.921351
Gap between HOMO and LUMO (eV): 8.9
Energy relative to the best compared isomer or geometry (same formula, charge and spin) (kJ/mol): 139.3
SMILES: C/C=C/I
Net charge: 0

Atoms and positions in Å:
I1 -1.3845 -2.5862 -1.3381
C1 -0.7583 -0.6552 -0.8494
C2 0.6732 0.9084 0.5898
C3 0.1330 -0.4716 0.3721
H1 -1.0736 0.1697 -1.4844
H2 1.5258 0.9749 1.2675
H3 -0.2206 1.5027 0.7509
H4 0.9988 1.4413 -0.3244
H5 0.1060 -1.2839 1.0159

13.
Below is the molecule C3H5IO2, with properties calculated with ωB97M-V/def2-TZVPD.

Results
E (Eh): -565.321179
Gap between HOMO and LUMO (eV): 8.0
Energy relative to the best compared isomer or geometry (same formula, charge and spin) (kJ/mol): 393.8
Net charge: 0

Atoms and positions in Å:
I1 -2.8626 0.0240 -0.0405
O1 -2.0030 1.6025 0.2526
O2 1.2494 1.8644 -0.3566
C1 0.2146 -0.3005 -0.6343
C2 0.4473 0.8224 0.0939
C3 -0.6931 -1.2220 -0.0537
H1 -0.6927 -1.3125 0.9632
H2 -1.0795 -2.1475 -0.6630
H3 0.9740 2.6504 0.0238
H4 0.5268 -0.4052 -1.7063
H5 -0.1081 0.7425 1.0626

14.
Below is a cluster of 3 separate species, C3H5IO2 in total, with properties calculated with ωB97M-V/def2-TZVPD.

Results
E (Eh): -565.168426
Gap between HOMO and LUMO (alpha / beta) (eV): 6.3 / 6.5
Energy relative to the best compared isomer or geometry (same formula, charge and spin) (kJ/mol): 243.9
Spin multiplicity: 3
<S²>: 2.004
Net charge: 0

Atoms and positions in Å:
I1 -4.1497 -0.0395 -0.1888
O1 -0.4903 0.0671 -0.0187
O2 0.5884 1.8589 0.7407
C1 1.8664 -1.6446 -0.9089
C2 -0.3449 1.1180 0.6896
C3 2.5281 -0.7315 -0.5072
H1 -1.3959 1.3762 1.2420
H2 -3.2905 0.8388 0.8927
H3 1.0672 -2.4447 -1.0740
H4 3.4012 -0.0196 -0.3347
H5 0.2200 -0.3790 -0.5328

15.
Below is the molecule C3H5IOS, with properties calculated with ωB97M-V/def2-TZVPD.

Results
E (Eh): -888.277262
Gap between HOMO and LUMO (alpha / beta) (eV): 9.7 / 5.2
Energy relative to the best compared isomer or geometry (same formula, charge and spin) (kJ/mol): 367.8
Net charge: 0

Atoms and positions in Å:
I1 2.0304 0.3899 -2.5688
S1 -0.1520 0.6840 3.0360
O1 -0.5073 -0.1151 -0.9505
C1 -0.0683 0.5681 0.1909
C2 0.2648 -0.6250 -1.8415
C3 -0.3746 -0.2705 1.5315
H1 -0.3453 -1.1192 -2.7521
H2 -0.5692 1.5693 0.2904
H3 0.9503 0.7217 0.1468
H4 0.2132 -1.1993 1.6746
H5 -1.4420 -0.6040 1.2425

16.
Below is a cluster of 2 separate species, C3H5IS in total, with properties calculated with ωB97M-V/def2-TZVPD.

Results
E (Eh): -813.082766
Gap between HOMO and LUMO (eV): 8.0
Energy relative to the best compared isomer or geometry (same formula, charge and spin) (kJ/mol): 185.2
Net charge: 0

Atoms and positions in Å:
I1 2.6787 -0.1821 -0.0663
S1 -0.9418 2.6138 0.2697
C1 -0.5687 -1.3146 -0.0664
C2 0.5824 0.3053 0.5009
C3 -0.1048 1.3362 -0.2894
H1 -0.0487 1.3041 -1.3289
H2 -0.7380 -1.2611 -1.1541
H3 0.2122 -2.1485 0.1225
H4 0.3905 0.6161 1.5465
H5 -1.4617 -1.2691 0.4657

17.
Below is a structure of composition C3H5InO4, with properties calculated with ωB97M-V/def2-TZVPD.

Results
E (Eh): -607.522802
Gap between HOMO and LUMO (alpha / beta) (eV): 4.7 / 4.7
Energy relative to the best compared isomer or geometry (same formula, charge and spin) (kJ/mol): 184.7
Net charge: +2

Atoms and positions in Å:
In1 0.1577 0.5782 -2.0180
O1 0.4140 -0.3691 -0.2965
O2 -0.2806 -2.5214 -0.1064
O3 -0.1116 2.3468 -1.3858
O4 -0.2227 -1.4087 -2.0844
C1 0.3429 -0.0794 1.0672
C2 -0.3282 -0.8695 1.9262
C3 0.0193 -1.6276 -0.8686
H1 0.1210 3.1523 -1.8605
H2 1.1685 0.5711 1.3560
H3 -0.0677 2.5063 -0.3500
H4 0.1592 -1.1450 2.8606
H5 -1.3718 -1.1339 1.7603

18.
Below is a structure of composition C3H5IrO3, with properties calculated with ωB97M-V/def2-TZVPD.

Results
E (Eh): -446.805610
Gap between HOMO and LUMO (alpha / beta) (eV): 7.8 / 8.4
Energy relative to the best compared isomer or geometry (same formula, charge and spin) (kJ/mol): 13.0
Spin multiplicity: 6
<S²>: 8.756
Net charge: +1

Atoms and positions in Å:
Ir1 3.0972 0.0948 -0.2647
O1 -0.6851 1.1445 0.1288
O2 -0.3809 -1.0097 -0.1125
O3 1.3614 0.4186 0.3805
C1 0.1894 0.1496 0.1535
C2 -1.8059 -0.8624 -0.2234
C3 -1.9941 0.6601 -0.2147
H1 -2.2664 1.0670 -1.1946
H2 -2.2751 -1.3610 0.6314
H3 2.4881 -1.5934 -0.0464
H4 -2.7004 1.0041 0.5472
H5 -2.1281 -1.3345 -1.1562

19.
Below is a structure of composition C3H5LiO4Yb, with properties calculated with ωB97M-V/def2-TZVPD.

Results
E (Eh): -1584.350419
Gap between HOMO and LUMO (eV): 5.3
Net charge: 0

Atoms and positions in Å:
Yb1 1.7804 1.1929 -0.9904
O1 -0.5372 2.3035 0.0521
O2 -2.5283 0.7552 -0.1543
O3 -0.7359 0.6278 -1.6193
O4 -0.5946 0.0453 0.5894
C1 0.1755 -1.1594 0.3052
C2 -1.1855 0.8537 -0.4239
C3 1.6363 -0.9343 -0.0662
Li1 1.0421 0.9131 1.9826
H1 -0.3972 -1.6794 -0.4758
H2 1.9296 -1.7135 -0.7892
H3 0.0934 -1.6592 1.2846
H4 2.2677 -1.0859 0.8322
H5 -2.9461 1.5401 -0.5269

20.
Below is a structure of composition C3H5MgO3Rb, with properties calculated with ωB97M-V/def2-TZVPD.

Results
E (Eh): -566.916250
Gap between HOMO and LUMO (alpha / beta) (eV): 6.7 / 7.4
Energy relative to the best compared isomer or geometry (same formula, charge and spin) (kJ/mol): 118.6
Spin multiplicity: 2
<S²>: 0.750
Net charge: +1

Atoms and positions in Å:
Rb1 -2.2081 -0.4869 -3.2891
Mg1 -3.1823 -1.9192 0.8802
O1 -1.7646 -0.7566 0.2518
O2 -0.0420 0.0511 1.4070
O3 -0.0280 0.0212 -0.7864
C1 1.3077 0.3362 1.0429
C2 1.3603 0.1257 -0.4697
C3 -0.8548 0.1488 0.3312
H1 1.9655 -0.3445 1.5912
H2 1.7683 0.9707 -1.0340
H3 -1.6165 1.2806 -0.3566
H4 1.5288 1.3766 1.3177
H5 1.7656 -0.8035 -0.8862